Density functional theory data (ωB97M-V/def2-TZVPD) for the molecule C3H6N2O.

```
12
Properties=species:S:1:pos:R:3:lowdin_charge:R:1
N -1.30472 -0.42548 -0.24023 0.012
C -0.33087 0.27270 0.59742 -0.374
C 0.96410 -0.10548 -0.18082 -0.117
O 0.84848 -1.46160 -0.87515 -0.121
C -0.59732 1.74087 0.75797 -0.163
N -0.84678 2.86781 0.88435 0.145
H -1.58500 0.23400 -0.96278 0.075
H -0.68389 -1.18183 -0.70726 0.059
H -0.33060 -0.10838 1.63119 0.136
H 1.05326 0.61241 -1.00645 0.129
H 1.86237 -0.19705 0.40075 0.108
H 0.95097 -2.24799 -0.29901 0.111
```

Density functional theory data (ωB97M-V/def2-TZVPD) for a structure of composition C3H6N2O.

```
12
Properties=species:S:1:pos:R:3:lowdin_charge:R:1
C 0.70290 2.09471 -0.32911 -0.154
C -0.63547 -1.15061 -0.28682 -0.561
C 0.68278 -0.51559 -0.19378 -0.001
N 0.33026 1.19360 0.42021 0.036
N -1.31837 -1.28593 0.91564 0.193
O -1.10502 -1.59735 -1.31258 0.055
H 0.62124 3.07652 0.15934 0.068
H 1.35354 2.06856 -1.25205 0.089
H 1.28432 -0.93990 0.48379 0.041
H 1.37493 -0.50010 -1.11835 0.134
H -1.14808 -0.72417 1.64913 0.047
H -2.14302 -1.71976 0.86458 0.054
```

Density functional theory data (ωB97M-V/def2-TZVPD) for a structure of composition C3H6N2O.

```
12
Properties=species:S:1:pos:R:3:lowdin_charge:R:1
N -0.28961 1.57991 0.34354 0.009
C -0.10493 0.41212 -0.54652 -0.242
C 1.23316 -0.43176 -0.56330 -0.076
O 0.49028 -1.62004 -0.17358 -0.006
C -0.63998 -0.86494 0.03358 -0.452
N -1.68421 -1.11513 0.68303 0.169
H -0.71415 1.40234 1.22801 0.066
H 0.40288 2.29651 0.23118 0.076
H -0.75740 1.16669 -1.08193 0.161
H 1.79469 -0.61288 -1.48308 0.111
H 1.92473 -0.15904 0.25011 0.120
H -1.65547 -2.05377 1.07897 0.063
```

Density functional theory data (ωB97M-V/def2-TZVPD) for the molecule C3H6N2O.

```
12
Properties=species:S:1:pos:R:3:lowdin_charge:R:1
N -0.57420 1.49977 -1.27726 0.166
C 0.36169 0.85375 -0.52193 -0.591
O 1.55348 0.82942 -0.75596 0.062
N -0.26299 0.16449 0.55946 -0.037
C 0.56399 -0.78846 1.27671 -0.125
C -0.43748 -1.26613 0.30569 -0.115
H -1.48837 1.63913 -0.87836 0.101
H -0.27339 2.10187 -2.02900 0.108
H 1.60364 -0.85376 0.96956 0.107
H 0.36131 -0.86571 2.33874 0.105
H -0.01097 -1.66175 -0.61432 0.118
H -1.39671 -1.65260 0.62667 0.101
```

Density functional theory data (ωB97M-V/def2-TZVPD) for a structure of composition C3H6N2O.

```
12
Properties=species:S:1:pos:R:3:lowdin_charge:R:1
N -0.70788 -1.33171 -0.06615 0.035
C -0.99966 -0.04745 0.10895 -0.299
C 0.96895 0.99520 0.53507 -0.181
O 1.81131 0.09132 0.75570 -0.112
C -1.31628 0.80027 -1.01535 -0.236
N -1.57749 1.46992 -1.92468 0.152
H -0.56442 -1.53656 -1.05870 0.096
H 0.57492 -1.61348 0.32970 0.093
H -1.43277 0.23137 1.06575 0.119
H 0.96501 1.51439 -0.43170 0.093
H 0.49015 1.50291 1.38171 0.100
H 1.34764 -1.17956 0.42170 0.139
```

Density functional theory data (ωB97M-V/def2-TZVPD) for the molecule C3H6N2O.

```
12
Properties=species:S:1:pos:R:3:lowdin_charge:R:1
C -0.19192 0.63622 0.35585 -0.342
C 1.12936 0.41376 -0.36768 -0.283
C -1.44249 0.00733 0.03850 -0.069
N 3.12504 -0.41706 -0.10987 0.073
N 2.26417 0.29731 0.44737 -0.020
O 0.39255 1.69450 -0.41314 -0.011
H 0.05656 0.78298 1.53576 0.182
H 1.19741 -0.07709 -1.28892 0.119
H -2.41295 0.59057 0.19442 0.112
H -1.50123 -0.86796 0.74181 0.107
H -1.48705 -0.24126 -0.97549 0.060
H 3.89673 -0.57621 0.58193 0.072
```

Density functional theory data (ωB97M-V/def2-TZVPD) for the molecule C3H6N2O.

```
12
Properties=species:S:1:pos:R:3:lowdin_charge:R:1
C 0.68505 0.30132 1.35834 -0.014
C 0.06078 0.05923 0.03034 -0.505
N 0.86269 -0.55870 -0.99436 0.082
N -1.38420 -0.18283 -0.00242 0.118
C -0.80231 0.61695 -1.03067 -0.251
O -0.19413 -0.23936 -2.00355 -0.054
H 1.70787 0.67333 1.27209 0.079
H 0.70034 -0.65430 1.90391 0.086
H 0.06468 0.99378 1.92288 0.082
H 1.09292 -1.54338 -0.79337 0.123
H -1.68398 -1.08646 -0.35598 0.108
H -1.10971 1.62042 -1.30720 0.147
```

Density functional theory data (ωB97M-V/def2-TZVPD) for the molecule C3H6N2O.

```
12
Properties=species:S:1:pos:R:3:lowdin_charge:R:1
N 0.48631 0.84278 1.11145 0.048
C 0.41110 -0.37020 0.32250 -0.362
C -0.87246 -0.45863 -0.59039 -0.218
O -2.03497 0.07903 -0.01871 -0.051
C 1.56452 -0.48559 -0.58939 -0.194
N 2.45881 -0.57740 -1.31857 0.159
H 1.30121 1.39343 0.87580 0.082
H -0.29814 1.47791 0.95610 0.067
H 0.43391 -1.24336 0.99111 0.141
H -0.58131 0.00898 -1.55371 0.123
H -1.05201 -1.53366 -0.73935 0.129
H -1.82765 0.83120 0.56652 0.077
```

no.,electronic energy (Eh)
1,-302.60039
2,-302.58550
3,-302.55512
4,-302.65002
5,-302.48771
6,-302.54727
7,-302.51919
8,-302.62496